The following is a DFT calculation (the ωB97M-V functional and the def2-TZVPD basis) of 8 unconnected molecules or ions with the total composition C58H58BBrNO33 in a non-equilibrium geometry.

Calculated total energy, Ha: -7381.502181
Total charge: -1
Frontier orbital gap, eV: 3.843

Cartesian coordinates (Å):
C1 -4.927 4.286 -4.188
O1 -4.153 3.191 -4.595
C2 -4.371 2.081 -3.737
C3 -3.332 0.973 -3.949
C4 -2.500 0.705 -2.665
C5 -1.661 -0.574 -2.761
B1 -0.886 -1.003 -1.370
O2 -1.058 0.123 -0.407
C6 -0.921 -0.493 0.848
C7 -1.553 0.532 1.813
C8 -0.627 1.787 1.900
C9 -0.241 1.980 3.382
C10 0.679 3.172 3.652
N1 2.000 3.105 2.991
C11 3.021 3.821 3.800
C12 2.505 1.753 2.877
C13 3.010 1.366 1.484
O3 2.588 0.979 3.764
C14 -1.615 -1.916 0.712
C15 -0.759 -2.838 1.624
C16 -1.041 -2.600 3.094
O4 -0.363 -1.937 3.728
Br1 -2.597 -3.430 3.986
O5 -1.491 -2.155 -0.639
H1 -4.650 4.640 -3.180
H2 -5.997 3.983 -4.136
H3 -4.814 5.127 -4.875
H4 -4.294 2.417 -2.688
H5 -5.409 1.722 -3.872
H6 -2.645 1.348 -4.717
H7 -3.772 0.016 -4.240
H8 -1.807 1.533 -2.470
H9 -3.224 0.665 -1.840
H10 -0.901 -0.446 -3.549
H11 -2.304 -1.423 -3.055
H12 0.304 -1.101 -1.553
H13 0.149 -0.494 1.149
H14 -1.601 0.082 2.815
H15 -2.558 0.840 1.520
H16 0.222 1.655 1.231
H17 -1.249 2.638 1.601
H18 -1.178 2.178 3.924
H19 0.131 1.026 3.766
H20 0.733 3.315 4.745
H21 0.176 4.067 3.259
H22 3.054 4.871 3.500
H23 2.830 3.698 4.875
H24 3.999 3.354 3.635
H25 3.861 0.688 1.558
H26 2.208 0.990 0.845
H27 3.386 2.291 1.026
H28 -2.627 -1.749 1.118
H29 0.295 -2.596 1.465
H30 -0.921 -3.897 1.377
C17 5.387 -4.005 2.051
C18 4.226 -3.354 2.210
C19 3.199 -3.308 1.118
O6 2.157 -2.721 1.321
C20 3.504 -3.971 -0.145
C21 4.665 -4.616 -0.301
C22 5.680 -4.685 0.799
O7 6.714 -5.305 0.602
O8 4.990 -5.236 -1.441
O9 3.920 -2.716 3.336
H31 6.137 -4.048 2.828
H32 2.761 -3.915 -0.930
H33 5.874 -5.621 -1.289
H34 3.032 -2.326 3.200
C23 -10.791 2.912 -7.211
C24 -10.214 3.555 -6.191
C25 -8.917 3.089 -5.600
O10 -8.431 3.726 -4.685
C26 -8.302 1.888 -6.150
C27 -8.882 1.242 -7.169
C28 -10.164 1.723 -7.778
O11 -10.637 1.106 -8.715
O12 -8.356 0.139 -7.703
O13 -10.751 4.644 -5.640
H35 -11.725 3.239 -7.647
H36 -7.375 1.552 -5.705
H37 -8.964 -0.127 -8.419
H38 -10.136 4.911 -4.928
C29 -6.180 2.553 6.146
C30 -5.745 2.245 4.920
C31 -4.557 1.358 4.706
O14 -4.218 1.097 3.570
C32 -3.857 0.850 5.884
C33 -4.292 1.161 7.110
C34 -5.497 2.027 7.320
O15 -5.858 2.262 8.461
O16 -3.684 0.721 8.217
O17 -6.341 2.706 3.816
H39 -7.029 3.187 6.311
H40 -2.990 0.223 5.718
H41 -4.196 1.087 8.962
H42 -5.833 2.335 3.067
C35 11.531 -4.787 4.421
C36 10.365 -4.143 4.548
C37 9.355 -4.119 3.440
O18 8.305 -3.531 3.623
C38 9.684 -4.798 2.193
C39 10.852 -5.439 2.066
C40 11.851 -5.486 3.183
O19 12.889 -6.099 3.015
O20 11.197 -6.073 0.944
O21 10.031 -3.489 5.661
H43 12.266 -4.813 5.214
H44 8.953 -4.761 1.396
H45 12.082 -6.451 1.114
H46 9.142 -3.116 5.494
C41 3.541 -1.532 -4.268
C42 4.686 -1.210 -4.879
C43 5.118 0.217 -5.038
O22 6.184 0.451 -5.585
C44 4.240 1.262 -4.532
C45 3.089 0.941 -3.923
C46 2.669 -0.483 -3.739
O23 1.626 -0.704 -3.162
O24 2.256 1.860 -3.445
O25 5.511 -2.142 -5.380
H47 3.219 -2.557 -4.144
H48 4.556 2.287 -4.668
H49 1.505 1.364 -3.053
H50 6.263 -1.661 -5.778
C47 11.220 -2.822 -6.025
C48 10.044 -2.185 -5.961
C49 9.076 -2.207 -7.106
O26 8.015 -1.627 -6.981
C50 9.457 -2.923 -8.317
C51 10.634 -3.556 -8.381
C52 11.591 -3.557 -7.227
O27 12.640 -4.166 -7.339
O28 11.026 -4.221 -9.469
O29 9.667 -1.498 -4.884
H51 11.926 -2.815 -5.207
H52 8.758 -2.917 -9.141
H53 11.907 -4.585 -9.253
H54 8.783 -1.133 -5.090
C53 -10.329 3.774 7.781
C54 -11.486 4.436 7.893
C55 -12.468 4.503 6.762
O30 -13.513 5.105 6.931
C56 -12.119 3.846 5.509
C57 -10.959 3.187 5.394
C58 -9.991 3.097 6.535
O31 -8.961 2.468 6.379
O32 -10.600 2.575 4.268
O33 -11.837 5.071 9.012
H55 -9.614 3.716 8.590
H56 -12.826 3.917 4.695
H57 -9.724 2.176 4.443
H58 -12.713 5.463 8.831

---

The following is a DFT calculation (the ωB97M-V functional and the def2-TZVPD basis) of a molecular structure, C58H60F8O20S5 in a non-equilibrium geometry.

Calculated total energy, Ha: -6540.558313
Frontier orbital gap, eV: 9.200

Cartesian coordinates (Å):
F1 -7.388 -1.550 -5.257
C1 -6.632 -1.447 -4.171
C2 -7.093 -0.685 -3.130
C3 -6.212 -0.625 -2.075
C4 -4.981 -1.219 -2.006
C5 -4.609 -1.983 -3.075
C6 -5.423 -2.078 -4.188
H1 -7.997 -0.063 -3.161
H2 -6.566 0.063 -1.234
H3 -4.347 -1.056 -1.147
H4 -3.602 -2.425 -3.013
H5 -5.146 -2.667 -5.019
F2 -1.146 -4.816 5.055
C7 -1.092 -5.846 4.192
C8 -1.355 -7.072 4.758
C9 -1.451 -8.206 3.950
C10 -1.273 -8.107 2.545
C11 -0.993 -6.822 2.050
C12 -0.871 -5.709 2.884
H6 -1.413 -7.189 5.877
H7 -1.671 -9.101 4.481
H8 -1.120 -8.989 1.942
H9 -0.884 -6.788 0.968
H10 -0.631 -4.706 2.377
F3 5.156 7.484 -3.870
C13 3.975 7.241 -3.279
C14 3.128 6.252 -3.761
C15 1.903 6.115 -3.112
C16 1.552 6.880 -2.024
C17 2.443 7.829 -1.527
C18 3.605 8.001 -2.171
H11 3.487 5.584 -4.528
H12 1.239 5.362 -3.518
H13 0.628 6.763 -1.524
H14 2.222 8.499 -0.765
H15 4.176 8.790 -1.782
F4 0.797 3.615 3.756
C19 2.038 3.080 3.838
C20 3.031 3.517 4.656
C21 4.235 2.908 4.636
C22 4.430 1.751 3.885
C23 3.403 1.147 3.112
C24 2.254 1.940 3.045
H16 2.823 4.353 5.310
H17 5.103 3.273 5.124
H18 5.381 1.315 3.955
H19 3.489 0.181 2.582
H20 1.362 1.513 2.603
F5 1.185 2.063 -0.058
C25 0.472 0.952 -0.386
C26 -0.618 1.098 -1.132
C27 -1.355 -0.001 -1.518
C28 -0.920 -1.245 -1.210
C29 0.188 -1.409 -0.413
C30 0.930 -0.308 -0.075
H21 -0.931 2.122 -1.285
H22 -2.300 0.130 -2.044
H23 -1.447 -2.129 -1.448
H24 0.532 -2.411 -0.100
H25 1.761 -0.428 0.601
F6 -5.580 2.381 0.118
C31 -4.329 2.403 0.646
C32 -3.589 3.560 0.373
C33 -2.391 3.834 0.995
C34 -1.857 2.709 1.627
C35 -2.530 1.507 1.836
C36 -3.802 1.349 1.340
H26 -4.142 4.411 -0.144
H27 -1.887 4.786 0.913
H28 -0.818 2.866 1.855
H29 -2.107 0.611 2.318
H30 -4.282 0.391 1.535
F7 -2.056 -2.984 -6.790
C37 -1.331 -2.282 -5.964
C38 -1.331 -0.907 -6.047
C39 -0.454 -0.201 -5.288
C40 0.400 -0.834 -4.400
C41 0.317 -2.214 -4.240
C42 -0.494 -2.995 -5.091
H31 -1.956 -0.466 -6.774
H32 -0.422 0.837 -5.501
H33 1.163 -0.298 -3.808
H34 0.892 -2.681 -3.409
H35 -0.827 -4.044 -4.905
F8 3.120 -0.764 5.781
C43 1.772 -0.813 5.549
C44 1.373 -1.496 4.396
C45 -0.027 -1.456 4.064
C46 -0.855 -0.711 4.891
C47 -0.352 -0.056 6.015
C48 0.963 -0.053 6.341
H36 1.925 -2.243 3.835
H37 -0.349 -1.975 3.161
H38 -1.891 -0.705 4.681
H39 -1.107 0.416 6.609
H40 1.301 0.474 7.272
C49 7.270 0.591 -0.466
C50 7.259 0.574 1.037
O1 5.849 0.768 1.316
S1 4.939 0.099 0.189
O2 3.931 0.951 -0.249
O3 4.475 -1.212 0.535
O4 6.126 -0.136 -0.897
H41 8.135 0.042 -0.900
H42 7.214 1.614 -0.874
H43 7.715 1.495 1.423
H44 7.538 -0.314 1.519
C51 -4.154 1.302 -4.596
C52 -3.445 2.203 -3.521
O5 -3.782 3.572 -3.818
S2 -5.179 3.651 -4.463
O6 -5.191 4.542 -5.571
O7 -6.083 3.833 -3.401
O8 -5.165 2.132 -5.038
H45 -4.672 0.487 -4.167
H46 -3.552 0.985 -5.465
H47 -2.372 2.074 -3.572
H48 -3.792 1.959 -2.512
C53 3.183 -4.312 0.207
C54 3.282 -3.712 -1.177
O9 2.795 -4.745 -2.006
S3 1.684 -5.593 -1.213
O10 2.030 -6.977 -1.309
O11 0.371 -5.224 -1.640
O12 1.906 -4.928 0.201
H49 3.296 -3.528 0.965
H50 3.944 -5.072 0.458
H51 4.346 -3.444 -1.412
H52 2.645 -2.835 -1.282
C55 3.813 4.320 0.583
C56 4.042 3.794 -0.931
O13 5.489 3.538 -0.956
S4 6.188 4.486 0.063
O14 6.102 5.796 -0.425
O15 7.428 3.921 0.475
O16 5.118 4.262 1.179
H53 3.137 3.601 1.035
H54 3.392 5.303 0.548
H55 3.777 4.483 -1.692
H56 3.547 2.824 -1.063
C57 -5.799 -4.228 2.262
C58 -5.016 -4.517 3.569
O17 -3.708 -4.273 3.092
S5 -3.698 -2.910 2.336
O18 -2.748 -3.095 1.354
O19 -3.548 -1.838 3.271
O20 -5.216 -2.963 1.800
H57 -6.848 -4.076 2.459
H58 -5.608 -4.944 1.432
H59 -4.937 -5.558 3.923
H60 -5.376 -3.868 4.421

---

The following is a DFT calculation (the ωB97M-V functional and the def2-TZVPD basis) of 10 unconnected molecules or ions with the total composition C58H60N2O3PS in a non-equilibrium geometry.

Calculated total energy, Ha: -3320.598416
Total charge: +1
Frontier orbital gap, eV: 4.576

Cartesian coordinates (Å):
O1 4.424 -3.770 4.197
P1 3.429 -3.273 3.163
O2 1.983 -2.681 3.800
O3 2.984 -4.625 2.214
C1 4.120 -2.019 1.943
C2 3.968 -2.159 0.432
C3 4.624 -0.994 -0.270
N1 5.293 0.008 0.400
N2 5.478 0.211 1.693
C4 4.867 -0.798 2.407
S1 5.015 -0.592 4.261
H1 1.328 -2.655 3.057
H2 3.591 -5.345 2.514
H3 3.443 -3.008 -0.086
H4 4.559 -0.949 -1.405
H5 5.732 0.740 -0.196
H6 3.682 -0.486 4.671
C5 3.561 -6.405 6.313
C6 3.285 -7.243 7.388
C7 4.318 -7.686 8.208
C8 5.626 -7.284 7.957
C9 5.901 -6.443 6.884
C10 4.870 -6.007 6.058
H7 2.755 -6.062 5.671
H8 2.265 -7.551 7.588
H9 4.104 -8.344 9.043
H10 6.430 -7.626 8.599
H11 6.921 -6.128 6.689
H12 5.084 -5.357 5.218
C11 4.149 3.382 -1.157
C12 2.873 3.044 -1.597
C13 2.649 2.782 -2.946
C14 3.702 2.850 -3.853
C15 4.979 3.183 -3.413
C16 5.202 3.454 -2.066
H13 4.325 3.589 -0.106
H14 2.053 2.985 -0.889
H15 1.653 2.525 -3.290
H16 3.528 2.641 -4.903
H17 5.800 3.234 -4.119
H18 6.197 3.720 -1.724
C17 5.299 5.190 2.252
C18 4.833 5.382 3.548
C19 4.222 6.581 3.897
C20 4.068 7.586 2.947
C21 4.531 7.392 1.649
C22 5.150 6.196 1.302
H19 5.778 4.255 1.980
H20 4.947 4.596 4.288
H21 3.864 6.734 4.910
H22 3.588 8.519 3.218
H23 4.409 8.175 0.908
H24 5.515 6.048 0.292
C23 -1.737 1.112 0.188
C24 -0.405 1.024 -0.195
C25 -0.071 0.529 -1.450
C26 -1.073 0.132 -2.330
C27 -2.408 0.223 -1.948
C28 -2.741 0.709 -0.687
H25 -1.993 1.495 1.169
H26 0.377 1.340 0.488
H27 0.971 0.455 -1.744
H28 -0.814 -0.250 -3.312
H29 -3.190 -0.086 -2.634
H30 -3.780 0.775 -0.387
C29 -3.463 -3.445 -2.849
C30 -2.455 -3.269 -1.907
C31 -1.746 -4.369 -1.433
C32 -2.039 -5.643 -1.909
C33 -3.045 -5.817 -2.854
C34 -3.760 -4.720 -3.321
H31 -4.018 -2.588 -3.216
H32 -2.222 -2.276 -1.541
H33 -0.965 -4.233 -0.693
H34 -1.484 -6.500 -1.543
H35 -3.272 -6.811 -3.226
H36 -4.547 -4.857 -4.053
C35 -1.148 2.036 4.170
C36 -1.315 3.414 4.074
C37 -0.205 4.247 3.986
C38 1.074 3.702 3.983
C39 1.243 2.324 4.073
C40 0.132 1.490 4.172
H37 -2.014 1.388 4.243
H38 -2.313 3.839 4.069
H39 -0.337 5.321 3.919
H40 1.940 4.352 3.909
H41 2.242 1.899 4.068
H42 0.264 0.416 4.249
C41 -7.094 -8.183 -5.501
C42 -6.086 -8.008 -4.559
C43 -5.377 -9.107 -4.085
C44 -5.670 -10.381 -4.561
C45 -6.676 -10.555 -5.506
C46 -7.391 -9.457 -5.973
H43 -7.648 -7.326 -5.868
H44 -5.853 -7.013 -4.193
H45 -4.595 -8.971 -3.346
H46 -5.115 -11.237 -4.195
H47 -6.903 -11.548 -5.878
H48 -8.178 -9.594 -6.706
C47 -6.205 5.017 -0.884
C48 -6.471 4.205 0.213
C49 -5.432 3.780 1.034
C50 -4.126 4.177 0.763
C51 -3.860 4.992 -0.331
C52 -4.898 5.409 -1.158
H49 -7.015 5.345 -1.526
H50 -7.490 3.901 0.428
H51 -5.639 3.141 1.885
H52 -3.315 3.850 1.406
H53 -2.842 5.303 -0.541
H54 -4.689 6.040 -2.014
C53 -4.211 6.199 -6.322
C54 -4.479 5.387 -5.225
C55 -3.440 4.963 -4.403
C56 -2.134 5.360 -4.672
C57 -1.867 6.175 -5.767
C58 -2.904 6.591 -6.595
H55 -5.021 6.527 -6.965
H56 -5.498 5.083 -5.011
H57 -3.648 4.324 -3.551
H58 -1.324 5.033 -4.028
H59 -0.849 6.485 -5.976
H60 -2.695 7.222 -7.451